(1)
65
Properties=species:S:1:pos:R:3 method="wB97M-V/def2-TZVPD" total_charge=0 homo_lumo_gap_ev=9.3400 smiles="[H]/N=C(/N)NCCCC[C@@H](CN)OCOC#N.O=S1(=O)CCCC1.O=S1(=O)CCCC1" homo_energy_ev=-9.13 e_tot_ev=-59594.3149
C -0.931 -2.660 2.492
H -0.940 3.715 -2.770
H 2.558 -2.233 -0.836
H 0.846 5.639 -3.208
C -1.025 4.772 -2.514
H 5.617 -1.856 0.551
H -5.421 2.732 1.074
H 1.639 -4.447 1.332
C -3.325 2.389 1.469
C -2.318 6.966 -3.282
H -1.311 -4.374 1.246
H -0.921 -1.239 3.906
O -3.298 4.582 -3.820
S -2.710 5.316 -2.720
O 6.599 -3.180 1.940
C 3.880 -4.030 1.235
N -0.713 -1.529 1.529
H -0.748 4.930 -1.468
H 1.931 -1.727 0.867
C -4.451 3.025 0.655
H 3.986 -3.173 2.056
H -1.866 -2.488 -0.096
O -5.217 0.026 -0.451
H 2.188 -6.518 1.811
H -2.367 2.839 1.181
H 0.413 -2.510 -1.714
H 5.179 -5.887 1.939
H -4.393 4.117 0.667
C -3.310 0.896 1.143
H -0.945 -0.895 -0.545
H -3.962 0.333 1.817
H -2.794 7.697 -2.624
O -2.889 0.349 -1.410
H 0.108 -0.929 1.751
H 3.244 -6.699 0.440
S -3.959 0.740 -0.514
C 1.842 -2.568 0.059
H -2.297 0.487 1.177
C -0.846 -1.894 0.082
N 3.175 -6.586 1.477
H 3.773 -5.302 3.137
H -0.168 -4.671 2.526
N -1.006 -4.136 2.211
C 0.347 -2.804 -0.559
C -4.304 2.472 -0.754
C 7.493 -1.997 2.135
C -0.795 7.081 -3.240
C 2.398 -4.044 0.538
H -0.430 7.777 -4.001
H -3.444 2.917 -1.264
C 4.061 -5.484 2.013
H -2.699 7.077 -4.300
N 8.323 -1.054 2.452
H -0.359 5.367 -4.480
N -1.027 -2.296 3.842
H 6.868 -3.077 -0.180
O 4.973 -3.962 0.241
H -5.204 2.593 -1.360
O -3.337 5.393 -1.415
H -3.456 2.557 2.543
C -0.223 5.678 -3.437
H -0.481 7.468 -2.263
H 2.348 -4.767 -0.393
C 5.988 -2.966 0.617
H 0.109 -3.950 -0.530

(2)
78
Properties=species:S:1:pos:R:3 method="wB97M-V/def2-TZVPD" total_charge=+1 homo_lumo_gap_ev=1.3370 homo_energy_ev=-8.98 e_tot_ev=-111219.8313
C 5.764 -3.434 2.380
O 1.043 -7.423 0.470
O -3.239 -1.634 1.712
H -2.054 1.666 0.649
Ca -2.910 -1.091 4.004
O 2.542 -4.206 0.466
C -2.083 -2.479 2.161
H 3.820 0.765 2.510
Be 1.079 3.574 -1.965
O -2.967 -0.953 -4.899
H 3.182 1.896 4.411
S 1.407 -0.623 2.665
H -3.187 -1.522 -7.927
N 3.882 -1.416 0.632
H -0.355 1.716 -1.130
O 5.543 -2.292 2.799
H 0.232 1.710 1.730
Al -5.425 2.635 1.838
H -2.354 2.364 -1.975
O 0.912 6.836 -0.870
C -1.246 -0.159 -6.351
H -1.909 -2.310 3.326
H -1.130 -2.077 1.572
H -2.564 -2.608 -0.113
N 2.790 2.708 3.848
C -3.586 -0.809 -7.200
C 1.054 -6.091 0.327
H -3.748 0.164 -7.671
F -6.984 1.899 1.318
C 2.754 -0.503 0.108
H 0.399 -5.509 0.998
O -1.954 1.679 -2.532
H 0.201 -0.107 -0.910
C -2.655 -0.293 -0.470
H 3.240 0.095 -0.803
C 2.768 2.568 2.472
H 1.332 4.070 1.937
Mg 1.307 7.839 0.811
H 2.579 2.662 -0.389
H 2.517 -0.874 3.489
H -4.305 -1.850 -0.124
H 4.094 -1.211 1.633
H -2.198 -0.498 -1.538
O 4.818 -4.174 2.674
F -4.368 2.878 0.400
C -1.597 0.586 0.424
F -4.605 1.540 3.009
H -0.666 -0.107 -5.423
C 1.635 2.870 0.301
O 6.763 -3.778 1.768
H -4.546 -1.185 -6.832
N 2.188 3.637 1.521
H 3.465 -2.395 0.654
H 0.880 3.599 -0.216
C 2.097 0.456 1.262
Cl -0.988 -3.429 -1.102
H -0.743 -0.843 -7.040
H -1.304 0.842 -6.784
C -3.186 -1.670 0.242
C 0.896 1.444 0.772
H 1.450 6.416 -0.183
H -3.609 0.396 -0.631
H 0.758 -5.691 -0.659
C 0.851 3.729 4.664
H 2.846 -5.961 1.556
C -0.137 0.851 -0.338
N -0.426 3.787 4.349
H -1.332 0.131 1.471
C -2.630 -0.666 -6.046
H 1.375 7.667 -1.055
H -2.688 1.369 -3.084
H 3.184 -6.107 -0.109
F -5.744 4.224 2.624
H -2.341 -3.596 1.920
O 2.338 3.807 4.479
C 2.537 -5.541 0.583
H 1.974 -1.260 -0.384
N 3.264 1.303 1.811

(3)
61
Properties=species:S:1:pos:R:3 method="wB97M-V/def2-TZVPD" total_charge=-1 homo_lumo_gap_ev=7.3932 homo_energy_ev=-5.01 e_tot_ev=-111695.1289
H -3.449 -1.516 3.901
H 10.638 -0.655 -2.458
O 8.581 -0.876 -2.266
C 8.228 0.371 -2.587
B 0.237 0.414 0.612
H 9.788 -1.269 -3.911
H -2.158 4.094 0.129
H -0.248 -1.743 1.140
H 1.941 0.984 -0.812
C -0.381 2.753 0.437
H -7.662 1.420 -0.048
H 3.663 -0.488 -1.885
H 7.229 2.696 -1.883
H 4.544 -0.534 -0.279
H 4.100 -2.036 -1.087
H -6.707 2.422 -1.167
H 0.952 -0.998 2.283
H -2.562 -0.817 1.064
H 2.591 -1.511 0.838
C -7.271 1.462 -1.088
C -4.790 -2.358 0.685
H 6.378 2.080 -3.335
H -3.936 -3.047 0.522
H -5.046 -1.692 -1.385
C -1.105 -0.545 2.747
C -4.822 -1.237 -0.391
H -6.733 -0.564 0.490
H 10.006 -2.308 -2.494
H -8.104 1.516 -1.818
H -2.423 2.361 -0.413
O -6.412 0.373 -1.383
H -5.388 -2.614 2.757
C -2.551 -0.602 2.148
O 7.057 0.627 -2.011
C 9.827 -1.286 -2.822
C 2.394 -1.008 -0.131
O -0.187 1.642 1.295
H -5.702 -2.982 0.534
C -1.910 3.024 0.311
H -2.363 2.783 1.300
H 5.598 2.020 -1.747
H -5.465 0.698 0.404
C 1.835 0.429 0.153
C 0.021 -0.818 1.695
Cl 2.847 1.307 1.397
O 8.860 1.125 -3.276
C 6.549 1.936 -2.268
C -5.912 -0.160 -0.150
H -3.846 -0.728 -0.533
H 1.644 -1.578 -0.713
H -2.889 -2.711 2.621
Br -0.827 -0.050 -1.061
H -3.059 0.382 2.271
C -4.817 -1.861 2.164
H -0.931 0.367 3.352
H 0.154 2.688 -0.529
H -5.343 -0.895 2.308
C -3.401 -1.742 2.819
H 0.049 3.637 0.971
C 3.749 -0.995 -0.903
H -1.056 -1.386 3.487

(4)
71
Properties=species:S:1:pos:R:3 method="wB97M-V/def2-TZVPD" total_charge=+1 homo_lumo_gap_ev=8.0664 e_above_lowest_kj_mol=0.0 smiles="CCCCN1C(N(CCCS)COCC)=[N+](P(N)O)[C@@](CC(=O)Br)(S(C)(=O)=O)O[C@]1(N)P(C)O" homo_energy_ev=-11.60 e_tot_ev=-150296.2025
N 0.217 0.982 -1.150
H -1.173 1.763 3.250
H 3.710 2.780 -1.579
H -1.395 0.965 4.790
C 1.127 1.744 1.360
C 3.383 1.154 2.015
C -2.952 -0.164 0.109
C 0.402 -1.894 -0.995
C -4.950 -0.009 1.696
H 2.041 -2.053 0.210
H -1.846 -4.497 -1.307
S 2.581 1.071 -2.590
H 1.073 -4.344 -3.674
C 0.909 0.190 -2.211
H 1.107 -4.966 -1.996
H -2.134 -0.916 -1.765
H 0.499 -1.304 2.117
H 0.738 -3.003 0.675
H 1.027 2.067 2.394
H 4.242 -0.655 1.231
H 4.296 1.677 1.728
O -0.315 -1.073 -5.492
C -0.038 -0.375 2.292
H -2.243 2.692 0.028
C 0.284 0.181 3.666
H -0.907 -0.218 -3.269
H -0.374 3.694 4.422
H -1.097 -0.616 2.249
O 3.611 0.214 -2.080
C -4.139 -0.903 0.742
H 1.336 0.452 3.757
H 4.130 -0.628 3.000
O -2.122 1.712 -2.195
H 0.733 2.519 0.715
H -2.412 0.330 0.919
H 2.209 3.367 -2.350
C 2.642 2.607 -1.703
O 1.310 -1.027 -1.679
H -5.922 0.257 1.283
H 3.064 1.574 2.973
C -2.034 -1.099 -0.693
H -5.123 -0.503 2.652
P -0.411 -3.130 -2.204
C 3.628 -0.343 2.077
O 2.430 1.486 0.996
C -0.638 1.338 4.102
P -0.731 2.404 -1.665
H -4.784 -1.282 -0.051
H -1.136 3.906 -0.032
S 0.305 2.660 4.928
H -3.736 -1.752 1.301
N 0.281 0.534 1.148
H -4.423 0.927 1.907
H -3.340 0.612 -0.554
H 1.998 -3.509 -2.401
H -2.364 -2.121 -0.516
C 1.093 -4.071 -2.620
H 0.046 1.089 -3.962
N -1.261 2.903 -0.126
O -1.050 -4.060 -0.984
C -0.077 0.189 -0.051
N -0.615 -1.082 -0.240
C 0.109 0.095 -3.510
O 2.498 1.432 -3.982
N 1.258 -2.618 -0.100
H 0.129 -0.659 4.346
H -2.292 1.986 -3.107
H 2.142 2.573 -0.745
Br 2.264 -1.536 -4.834
H 2.684 -0.888 1.996
C 0.495 -0.827 -4.665

(5)
76
Properties=species:S:1:pos:R:3 method="wB97M-V/def2-TZVPD" total_charge=+1 homo_lumo_gap_ev=7.6099 e_above_lowest_kj_mol=91.4 homo_energy_ev=-11.92 e_tot_ev=-121702.0672
C 1.346 -0.096 -3.675
O 3.162 5.301 5.911
C -2.752 -1.442 2.771
H -1.633 0.502 -2.217
C -0.977 0.498 -3.082
H -3.752 -3.495 0.238
C -3.833 -2.163 1.970
H -6.216 4.028 0.998
N -1.221 2.751 1.153
N -3.116 3.435 -1.188
N -3.518 3.831 0.154
O -1.858 0.306 1.007
O -1.147 5.231 0.754
H -1.311 1.238 -3.810
H -1.626 2.062 0.508
H 1.994 -5.800 -4.221
H 3.537 2.668 5.945
H -4.505 -2.720 2.620
H 2.379 -0.172 -3.344
H -3.013 3.434 2.906
S 2.884 4.588 4.694
H -3.108 -0.547 3.275
H -1.088 -2.863 0.131
H 1.340 0.388 -4.655
P -2.043 4.050 1.220
H 0.845 5.299 3.680
O -1.427 -0.942 -5.240
P -4.776 5.240 0.070
H -4.014 3.038 0.571
H -4.430 -1.439 1.409
H -2.278 -2.111 3.487
H -0.403 4.883 0.244
C 2.680 -5.687 -3.386
H 1.144 2.979 2.947
H -0.233 2.889 4.045
C 3.073 2.823 4.975
C 5.012 -4.387 -3.431
H 3.775 -7.544 -3.081
H -2.302 -1.760 -0.556
C 0.490 0.712 -2.690
C -1.964 -2.260 0.350
O -5.793 4.848 1.287
S -1.058 -1.119 -3.861
O 2.877 -3.314 -4.548
H 5.308 -4.329 -4.478
Cl -3.844 6.901 0.755
O -0.211 -1.269 2.074
O 2.988 -3.438 -2.035
C 0.689 -1.469 -3.768
C 0.829 3.121 3.983
S -1.521 -1.001 1.550
O -1.780 -2.023 -2.993
H 5.581 -3.672 -2.841
O -3.767 1.195 -1.502
C 1.663 2.224 4.907
C 5.103 -5.817 -2.907
C -3.583 2.306 -1.429
C -3.087 -3.084 0.995
H 0.866 -2.050 -2.863
H 0.658 0.343 -1.676
H 0.631 4.779 5.374
H 0.997 -2.034 -4.640
H 0.749 1.771 -2.700
O 3.525 4.930 3.451
H 6.058 -6.274 -3.160
H 5.004 -5.822 -1.820
O -2.568 4.266 2.701
H 3.715 2.429 4.189
C 3.926 -6.569 -3.541
H 1.218 2.214 5.904
H 4.129 -6.735 -4.600
H 1.691 1.195 4.551
H -2.658 -3.923 1.545
S 3.272 -3.992 -3.338
H 2.161 -5.884 -2.450
C 1.115 4.553 4.424

(6)
64
Properties=species:S:1:pos:R:3 method="wB97M-V/def2-TZVPD" total_charge=+3 homo_lumo_gap_ev=7.6319 e_above_lowest_kj_mol=0.0 homo_energy_ev=-16.39 e_tot_ev=-90201.5188
C -1.832 -1.515 3.477
C -2.879 1.592 -3.864
H -0.616 2.984 -2.160
S -1.373 0.611 -4.083
H -3.339 1.825 -4.825
H -0.439 2.870 -3.913
S -2.680 -0.948 1.962
C 4.396 -0.007 3.351
C -1.665 -3.010 3.258
H 5.266 0.533 3.042
H 5.701 -1.455 1.293
H -1.974 3.577 0.718
C -0.194 1.910 -4.412
H -2.680 2.590 -3.387
H -2.344 1.972 1.253
C -3.212 2.505 -0.736
N 4.674 -1.465 3.151
H -3.543 -2.683 0.801
H -4.148 2.886 -0.299
N 3.274 0.072 1.101
H -3.053 3.153 -1.582
H 3.048 1.467 2.680
H 4.290 0.175 4.420
H -4.711 -2.258 1.938
H -2.528 -1.203 4.266
C -2.084 2.539 0.355
H -0.310 2.145 -5.491
H 1.510 0.516 -4.660
H -0.955 -3.214 2.489
H 1.962 2.236 -4.544
C 1.250 1.471 -4.168
C 0.012 3.080 -1.296
C -3.075 -3.495 2.861
H -3.068 -4.463 2.432
H -0.897 -0.953 3.584
H -3.748 -3.603 3.725
H 3.951 -2.059 3.659
Tl -0.855 -0.409 -1.301
H -0.066 4.126 -1.021
C -3.864 0.810 -2.990
H 1.746 3.456 -2.431
H 3.639 -1.679 -0.104
H 3.957 0.629 0.646
C 4.792 -1.874 1.718
C -3.631 -2.440 1.853
H -1.309 -3.554 4.127
H -4.872 1.241 -3.110
S -3.520 0.701 -1.219
H -0.216 -2.445 -3.087
H 5.516 -1.704 3.632
O -1.622 -1.021 0.817
S 1.711 1.084 -2.472
H 2.288 -0.143 2.930
C 1.441 2.673 -1.680
C 0.079 -2.252 -2.044
C 3.181 0.382 2.537
H 1.168 -2.131 -2.028
C 3.538 -1.340 0.963
H 2.666 -1.847 1.329
S -0.488 1.901 -0.034
H 2.107 2.723 -0.797
I -0.268 -4.112 -0.997
H -3.969 -0.207 -3.306
H 4.868 -2.947 1.670

(7)
60
Properties=species:S:1:pos:R:3 method="wB97M-V/def2-TZVPD" total_charge=+1 homo_lumo_gap_ev=9.9483 homo_energy_ev=-12.06 e_tot_ev=-29392.4771
H -2.672 1.822 -1.281
C 3.955 -0.792 -0.086
H 1.378 5.579 3.373
H -0.320 1.452 1.293
H 2.123 -0.224 -2.927
H -1.509 -2.444 1.166
C 0.311 1.572 0.418
C 3.200 2.372 -0.884
H -0.509 -2.846 -0.887
H -3.137 3.209 0.484
H 3.602 4.808 0.452
H 2.895 -1.851 1.982
C -2.195 -4.338 0.396
H -2.950 -4.484 1.168
H -6.835 -5.033 0.459
C 2.703 4.269 0.654
C -0.627 1.702 -0.788
N 1.726 4.625 1.556
O 2.942 -0.218 0.728
H 3.835 3.144 -1.298
O -5.564 -3.412 0.628
C 2.204 -1.174 1.487
C 3.743 -0.557 -1.597
C -2.057 1.840 -0.381
H -4.996 -4.241 -1.864
C -5.947 -4.594 -1.462
H 3.850 1.719 -0.312
C 2.426 0.137 -1.948
H -0.361 2.611 -1.315
H 3.723 -1.527 -2.076
H -0.597 -3.843 1.754
H 1.698 -0.621 2.272
H 2.801 6.084 2.542
H -0.491 0.870 -1.465
H -6.716 -3.884 -1.776
H 4.898 -0.331 0.208
C 1.763 5.831 2.396
H 4.074 -1.846 0.134
H 1.611 2.112 -2.353
H -1.782 -5.308 0.116
N 1.116 2.767 0.669
H 3.203 1.821 -2.921
H -6.256 -2.796 0.373
C 2.547 1.652 -2.073
H 1.472 -1.697 0.876
H 0.974 0.720 0.403
C 0.785 3.712 1.550
H -0.095 3.734 2.159
O -0.084 -3.228 -0.114
H -5.103 -5.374 0.361
H -2.683 -3.923 -0.488
H 4.566 0.007 -2.021
H 1.648 -0.182 -1.263
C 2.325 3.100 0.104
H 1.215 6.643 1.943
H -2.404 1.030 0.261
C -5.883 -4.680 0.051
C -1.094 -3.418 0.883
H -6.174 -5.565 -1.903
O -2.210 3.105 0.254